The following is a quantum chemistry calculation of a structure of composition C34H29Cl5N2O3P2PdS2, from the Open Molecules 2025 dataset.

Element x y z (Å)
Pd -0.2639 -0.1984 -0.3787
Cl -2.9171 -4.8698 -0.3072
Cl -2.3463 -2.7435 -5.2394
Cl -3.2486 -5.1021 -3.4217
Cl -1.0754 -0.1985 -3.9802
Cl -1.5572 -2.2671 0.8866
S -3.4732 3.4151 -1.6539
S -2.2080 0.9943 -0.7656
P 0.2998 1.4613 1.4613
P 2.3148 0.1603 -2.1861
O 1.4555 -1.3896 1.6980
O 1.1330 -1.8565 -0.3279
O -1.1773 2.5113 -2.6220
N 1.6999 -2.1376 0.7875
N 1.0513 0.8120 -1.4436
C 0.5920 5.2881 0.0508
C -1.2582 3.5369 -3.6208
C 0.9563 3.0542 0.8851
C 2.3300 3.2879 0.8444
C 1.9611 5.5070 0.0063
C 2.1279 -0.9455 -3.6095
C 5.0250 2.7674 -3.7703
C 3.8751 0.0234 0.0521
C 1.7048 -2.5965 -5.8108
C 2.2555 -0.4417 -4.9018
C -1.4493 -1.5460 -2.9818
C 4.8795 -0.4414 0.8827
C 1.8031 -2.2897 -3.4270
C -2.0787 -2.6619 -3.5423
C 0.0921 4.0685 0.4823
C 2.0473 -1.2652 -5.9974
C 4.3056 3.9540 -3.8468
C 3.6269 -0.5890 -1.1727
C -2.4991 -3.7178 -2.7323
C -2.3379 -3.6358 -1.3489
C -1.1780 -1.5103 -1.6279
C 1.4766 0.9692 2.7617
C 5.6490 -1.5282 0.4912
C 2.3945 2.8634 -2.8783
C -2.1716 2.4094 -1.7670
C 1.5872 -3.1069 -4.5252
C -1.6972 -2.5201 -0.8381
C 2.9958 4.0009 -3.3958
C 3.1059 1.6709 -2.8176
C 2.8298 4.5024 0.4037
C 4.4075 -1.6706 -1.5649
C 5.4143 -2.1381 -0.7313
C -1.1499 1.9481 2.4556
C 4.4292 1.6286 -3.2532
H 4.2332 -2.1554 -2.5153
H 3.0234 2.5288 1.1822
H 1.6109 1.7792 3.4796
H 4.9946 0.7059 -3.1899
H 3.8999 4.6641 0.3751
H 1.5302 -3.2372 -6.6656
H 2.3502 6.4603 -0.3288
H 1.7067 -2.6902 -2.4269
H 4.7718 4.8430 -4.2525
H 3.2572 0.8633 0.3470
H 2.1419 -0.8614 -6.9971
H 1.0809 0.0862 3.2608
H -0.0958 6.0748 -0.2338
H 6.4296 -1.9017 1.1414
H 6.0123 -2.9867 -1.0373
H 1.3808 2.8830 -2.4966
H 1.3219 -4.1460 -4.3744
H -0.8732 2.7172 3.1772
H -2.1795 3.4282 -4.1903
H 2.4342 0.6806 2.3299
H -0.9794 3.9295 0.5257
H -0.3877 3.3847 -4.2529
H -1.9557 2.3073 1.8194
H 2.5027 0.6010 -5.0596
H -1.5126 1.0670 2.9883
H 5.0575 0.0345 1.8389
H 2.4396 4.9292 -3.4361
H -1.2372 4.5209 -3.1581
H 6.0511 2.7296 -4.1124

Values from the calculation:
Strongest force on any atom (eV/A): 0.6
Orbital gap (spin up / spin down) (eV): 6.539 / 6.538